{
  "formula": "C62H42ClN4PRu",
  "method": "the ωB97M-V functional and the def2-TZVPD basis",
  "homo_lumo_gap_ev": [4.73, 4.72],
  "e_tot_ev": -95325.074,
  "largest_force_ev_per_a": 0.33,
  "molar_mass_g_mol": 1010.5,
  "charge": 1,
  "multiplicity": 6,
  "symbols": ["Ru", "C", "C", "C", "C", "C", "C", "C", "C", "C", "C", "C", "N", "C", "C", "C", "C", "C", "C", "C", "C", "C", "C", "C", "C", "C", "N", "C", "C", "C", "C", "C", "C", "C", "C", "C", "C", "C", "C", "N", "C", "C", "N", "C", "C", "C", "C", "C", "C", "H", "H", "H", "H", "H", "H", "H", "H", "H", "H", "H", "H", "H", "H", "H", "H", "H", "H", "H", "H", "H", "H", "H", "H", "H", "H", "H", "H", "Cl", "C", "C", "C", "C", "C", "C", "P", "C", "C", "C", "C", "C", "C", "C", "C", "C", "C", "C", "C", "H", "H", "H", "H", "H", "H", "H", "H", "H", "H", "H", "H", "H", "H"],
  "coordinates": [[-1.22, 0.45, 1.08], [1.26, -6.39, 3.66], [1.61, -5.94, 2.39], [1.14, -4.72, 1.93], [0.31, -3.94, 2.74], [-0.03, -4.39, 4.01], [0.43, -5.62, 4.46], [-0.20, -2.63, 2.26], [0.29, -1.46, 2.92], [1.25, -1.47, 3.94], [1.40, -0.16, 4.37], [0.52, 0.62, 3.61], [-0.14, -0.17, 2.69], [0.27, 2.01, 3.82], [-0.60, 2.77, 3.04], [-1.04, 4.09, 3.38], [-1.97, 4.46, 2.47], [-2.11, 3.38, 1.54], [-2.97, 3.38, 0.46], [-3.73, 4.61, 0.16], [-5.13, 4.58, 0.12], [-5.85, 5.73, -0.16], [-5.18, 6.92, -0.43], [-3.80, 6.96, -0.41], [-3.07, 5.81, -0.12], [-3.17, 2.26, -0.42], [-2.68, 0.99, -0.23], [-3.15, 0.24, -1.29], [-3.04, -1.18, -1.38], [-3.70, -1.85, -2.53], [-5.08, -1.80, -2.68], [-5.70, -2.45, -3.74], [-4.93, -3.16, -4.66], [-3.55, -3.21, -4.52], [-2.94, -2.57, -3.45], [-2.39, -1.97, -0.44], [-2.40, -3.40, -0.45], [-1.62, -3.81, 0.58], [-1.11, -2.63, 1.22], [-1.63, -1.51, 0.60], [-3.85, 1.05, -2.17], [-3.88, 2.33, -1.62], [-1.27, 2.34, 1.92], [0.94, 2.67, 4.96], [1.72, 3.82, 4.78], [2.34, 4.44, 5.85], [2.19, 3.92, 7.13], [1.41, 2.79, 7.33], [0.80, 2.17, 6.26], [1.62, -7.35, 4.01], [2.25, -6.54, 1.76], [1.41, -4.36, 0.95], [-0.67, -3.78, 4.64], [0.15, -5.97, 5.45], [1.76, -2.35, 4.31], [2.06, 0.20, 5.13], [-0.71, 4.65, 4.24], [-2.54, 5.37, 2.45], [-5.64, 3.65, 0.33], [-6.93, 5.70, -0.17], [-5.75, 7.82, -0.65], [-3.27, 7.88, -0.63], [-1.99, 5.84, -0.11], [-5.68, -1.26, -1.96], [-6.77, -2.42, -3.84], [-5.41, -3.66, -5.49], [-2.95, -3.75, -5.23], [-1.86, -2.60, -3.34], [-2.94, -4.02, -1.15], [-1.41, -4.82, 0.89], [-4.29, 0.73, -3.10], [-4.34, 3.21, -2.03], [1.84, 4.22, 3.78], [2.94, 5.32, 5.69], [2.67, 4.41, 7.97], [1.28, 2.39, 8.33], [0.19, 1.29, 6.42], [0.33, -1.58, -1.83], [1.92, -0.89, -1.88], [2.93, -1.64, -2.47], [4.20, -1.09, -2.57], [4.45, 0.19, -2.10], [3.43, 0.91, -1.50], [2.14, 0.38, -1.37], [0.81, 1.37, -0.55], [0.07, 2.30, -1.94], [0.08, 1.78, -3.24], [-0.52, 2.48, -4.27], [-1.12, 3.71, -4.03], [-1.13, 4.23, -2.74], [-0.54, 3.52, -1.70], [1.87, 2.55, 0.34], [2.56, 2.00, 1.42], [3.53, 2.74, 2.09], [3.78, 4.05, 1.70], [3.07, 4.61, 0.66], [2.12, 3.87, -0.03], [2.72, -2.63, -2.85], [5.00, -1.67, -3.03], [5.43, 0.62, -2.19], [3.64, 1.90, -1.13], [0.56, 0.83, -3.45], [-0.51, 2.07, -5.27], [-1.57, 4.26, -4.84], [-1.60, 5.18, -2.54], [-0.57, 3.93, -0.70], [2.38, 0.97, 1.71], [4.07, 2.29, 2.91], [4.53, 4.63, 2.22], [3.27, 5.63, 0.35], [1.61, 4.31, -0.88]],
  "lowdin_charge": [1.38, -0.07, -0.07, -0.03, -0.22, -0.03, -0.07, -0.04, -0.24, 0.01, 0.00, -0.27, -0.04, -0.04, -0.22, 0.03, 0.03, -0.23, -0.05, -0.20, -0.03, -0.06, -0.07, -0.06, -0.05, -0.25, -0.04, -0.24, -0.06, -0.21, -0.03, -0.06, -0.07, -0.06, -0.04, -0.29, 0.02, 0.03, -0.24, -0.05, 0.02, 0.00, -0.03, -0.19, -0.04, -0.06, -0.07, -0.06, -0.03, 0.11, 0.11, 0.12, 0.13, 0.11, 0.12, 0.12, 0.12, 0.12, 0.13, 0.11, 0.11, 0.11, 0.11, 0.12, 0.11, 0.11, 0.11, 0.09, 0.12, 0.12, 0.12, 0.12, 0.11, 0.11, 0.11, 0.11, 0.12, 0.80, -0.65, -0.10, -0.06, -0.06, -0.06, -0.36, 1.07, -0.35, -0.07, -0.06, -0.06, -0.07, -0.13, -0.39, -0.12, -0.07, -0.08, -0.06, -0.08, 0.11, 0.11, 0.11, 0.11, 0.09, 0.11, 0.11, 0.10, 0.09, 0.10, 0.12, 0.11, 0.11, 0.10]
}

***

{
  "formula": "C62H46BrClIrN2O3P2S",
  "method": "the ωB97M-V functional and the def2-TZVPD basis",
  "homo_lumo_gap_ev": [3.69, 4.00],
  "e_tot_ev": -188962.604,
  "largest_force_ev_per_a": 2.63,
  "molar_mass_g_mol": 1268.6,
  "charge": 2,
  "multiplicity": 2,
  "relative_energy_kj_mol": 75.1,
  "symbols": ["Ir", "O", "S", "C", "C", "C", "C", "C", "C", "C", "C", "C", "C", "P", "C", "C", "C", "C", "C", "C", "C", "C", "C", "C", "C", "C", "C", "C", "C", "C", "C", "C", "C", "C", "C", "C", "C", "C", "P", "C", "C", "C", "C", "C", "C", "C", "C", "C", "C", "C", "C", "C", "C", "H", "H", "H", "H", "H", "H", "H", "H", "H", "H", "H", "H", "H", "H", "H", "H", "H", "H", "H", "H", "H", "H", "H", "H", "H", "H", "H", "H", "H", "H", "H", "H", "H", "H", "H", "H", "Br", "C", "C", "C", "C", "C", "C", "C", "O", "O", "H", "H", "H", "H", "Cl", "C", "H", "H", "N", "C", "C", "C", "C", "N", "C", "C", "H", "H", "H", "H"],
  "coordinates": [[-0.27, 1.12, -0.62], [1.76, 0.86, 0.67], [1.30, -0.35, 1.44], [2.77, -1.41, 1.48], [3.32, -1.88, 2.65], [4.47, -2.67, 2.69], [5.05, -3.05, 1.50], [6.25, -3.87, 1.21], [6.26, -4.03, -0.33], [5.11, -3.20, -0.81], [4.62, -2.94, -2.06], [3.47, -2.15, -2.18], [2.79, -1.60, -1.09], [1.24, -0.75, -1.65], [1.97, 0.33, -2.93], [1.80, 0.25, -4.31], [2.49, 1.11, -5.14], [3.34, 2.06, -4.61], [3.53, 2.15, -3.24], [2.84, 1.29, -2.40], [0.33, -2.16, -2.34], [-0.53, -2.07, -3.43], [-1.29, -3.16, -3.81], [-1.22, -4.34, -3.09], [-0.39, -4.43, -1.99], [0.38, -3.34, -1.61], [3.28, -1.84, 0.22], [4.43, -2.65, 0.30], [1.15, 0.15, 3.16], [2.21, 0.54, 3.97], [2.10, 0.56, 5.37], [0.94, 0.10, 5.95], [0.54, -0.15, 7.37], [-0.90, -0.72, 7.29], [-1.25, -0.69, 5.84], [-2.39, -1.02, 5.15], [-2.44, -0.75, 3.77], [-1.36, -0.25, 3.05], [-1.72, 0.56, 1.44], [-3.09, -0.51, 0.92], [-4.40, -0.07, 0.79], [-5.40, -0.98, 0.47], [-5.08, -2.31, 0.25], [-3.76, -2.74, 0.34], [-2.77, -1.84, 0.68], [-2.51, 2.12, 1.98], [-2.36, 3.23, 1.15], [-2.94, 4.44, 1.50], [-3.68, 4.54, 2.66], [-3.85, 3.44, 3.48], [-3.26, 2.23, 3.15], [-0.12, -0.09, 3.72], [-0.15, -0.22, 5.12], [2.87, -1.62, 3.59], [4.88, -2.97, 3.64], [6.20, -4.84, 1.72], [7.15, -3.37, 1.56], [6.11, -5.07, -0.62], [7.19, -3.70, -0.78], [5.08, -3.34, -2.95], [3.09, -1.98, -3.17], [1.16, -0.50, -4.74], [2.36, 1.03, -6.21], [3.88, 2.73, -5.27], [4.20, 2.89, -2.83], [2.98, 1.33, -1.33], [-0.63, -1.14, -3.97], [-1.93, -3.08, -4.67], [-1.83, -5.18, -3.38], [-0.33, -5.35, -1.43], [1.02, -3.42, -0.74], [3.15, 0.78, 3.52], [2.94, 0.88, 5.96], [0.57, 0.78, 7.94], [1.22, -0.85, 7.86], [-1.60, -0.13, 7.88], [-0.94, -1.74, 7.67], [-3.26, -1.43, 5.64], [-3.38, -0.92, 3.27], [-4.65, 0.97, 0.95], [-6.42, -0.64, 0.38], [-5.85, -3.02, 0.00], [-3.51, -3.76, 0.14], [-1.73, -2.15, 0.75], [-1.78, 3.13, 0.24], [-2.82, 5.30, 0.86], [-4.13, 5.49, 2.94], [-4.44, 3.51, 4.38], [-3.38, 1.38, 3.80], [-1.75, 1.41, -5.12], [-3.16, 0.23, -4.62], [-4.02, -0.23, -5.59], [-5.00, -1.14, -5.26], [-5.09, -1.62, -3.96], [-4.21, -1.18, -2.99], [-3.25, -0.22, -3.30], [-2.31, 0.26, -2.25], [-2.04, 1.48, -2.16], [-1.75, -0.56, -1.49], [-3.92, 0.11, -6.61], [-5.69, -1.49, -6.01], [-5.84, -2.35, -3.70], [-4.25, -1.55, -1.98], [0.50, 4.82, 1.67], [0.84, 3.30, 2.31], [0.18, 2.95, 3.08], [1.85, 2.96, 2.24], [2.47, 7.17, -4.33], [2.01, 6.34, -3.70], [1.42, 5.29, -2.94], [0.17, 4.79, -3.27], [-0.36, 3.75, -2.53], [0.31, 3.19, -1.52], [1.49, 3.70, -1.16], [2.08, 4.76, -1.83], [-0.39, 5.20, -4.10], [-1.33, 3.36, -2.75], [1.98, 3.24, -0.32], [3.02, 5.16, -1.50]],
  "lowdin_charge": [1.01, -0.63, 0.95, -0.27, -0.05, 0.01, -0.13, -0.09, -0.09, -0.13, 0.02, -0.05, -0.26, 1.09, -0.36, -0.09, -0.06, -0.05, -0.07, -0.13, -0.34, -0.09, -0.05, -0.05, -0.06, -0.08, -0.14, -0.07, -0.34, -0.08, 0.01, -0.12, -0.08, -0.08, -0.13, 0.02, -0.06, -0.28, 1.06, -0.39, -0.06, -0.06, -0.08, -0.06, -0.11, -0.37, -0.16, -0.09, -0.05, -0.05, -0.07, -0.17, -0.08, 0.10, 0.13, 0.13, 0.13, 0.13, 0.13, 0.13, 0.12, 0.09, 0.12, 0.11, 0.11, 0.08, 0.07, 0.12, 0.11, 0.11, 0.11, 0.13, 0.13, 0.13, 0.13, 0.13, 0.13, 0.13, 0.12, 0.11, 0.12, 0.12, 0.11, 0.11, 0.05, 0.11, 0.12, 0.12, 0.10, 0.86, -0.57, -0.11, -0.05, -0.05, 0.00, -0.18, -0.64, -0.11, -0.13, 0.11, 0.12, 0.11, 0.09, 0.82, -0.30, 0.04, 0.03, 0.21, -0.16, -0.19, 0.04, -0.10, -0.04, -0.20, 0.00, 0.13, 0.08, 0.08, 0.13]
}